# 1
171
Properties=species:S:1:pos:R:3:forces:R:3 method="wB97M-V/def2-TZVPD" lumo_energy_ev=0.63 smiles=COC[C@H](C)N.COC[C@H](C)N.COC[C@H](C)N.COC[C@H](C)N.COC[C@H](C)N.COC[C@H](C)N.COC[C@H](C)N.COC[C@H](C)N.COC[C@H](C)N.CO.CO.CO relative_energy_kcal_mol=81.8
C -3.05633 3.86985 -1.97578 1.0 -0.6 -0.5
C -3.82119 4.02035 -0.65011 0.3 0.0 -0.6
C -5.02959 4.99498 -0.73300 0.7 -0.4 0.1
O -5.53725 5.17145 0.56765 -0.3 0.1 0.5
C -5.27865 6.46296 1.02539 -0.9 1.7 -0.3
N -4.23800 2.64507 -0.29566 0.4 1.4 1.2
H -3.65920 3.57795 -2.87410 0.1 0.2 1.0
H -2.28603 3.04798 -1.86737 -0.8 0.7 0.0
H -2.47691 4.74827 -2.26929 -0.2 0.2 0.2
H -3.11736 4.48511 0.14492 -1.0 -0.9 -1.1
H -5.88752 4.63282 -1.32902 0.7 0.0 -0.2
H -4.68886 5.98744 -1.05482 0.0 -0.4 -0.6
H -5.49019 7.23485 0.23528 0.1 -0.6 0.3
H -4.26402 6.65530 1.34791 0.4 -0.4 0.3
H -5.98311 6.73242 1.81179 0.1 -0.4 0.3
H -5.08981 2.72685 0.23641 -0.3 -0.4 0.1
H -4.36246 2.06664 -1.09955 -0.1 -0.4 -0.5
C 0.55937 -4.39956 -4.77751 0.8 -0.2 -1.0
C -0.14960 -3.99374 -3.51243 -0.5 0.6 -1.0
C 0.65312 -4.15404 -2.25867 -1.0 -0.3 1.1
O -0.29610 -3.94054 -1.13618 1.7 -1.3 -0.3
C 0.39970 -4.12800 0.11461 -0.1 1.5 -1.1
N -0.54525 -2.59403 -3.72570 0.2 0.1 -1.6
H -0.10031 -4.22993 -5.68141 0.7 -0.2 1.0
H 0.78176 -5.47808 -4.72009 0.2 0.4 -0.3
H 1.51039 -3.80045 -4.92176 -1.0 -0.7 0.2
H -1.04946 -4.60466 -3.44614 -0.1 -0.3 0.3
H 1.41667 -3.42379 -2.15407 0.6 1.0 -0.2
H 1.22913 -5.11134 -2.23663 -1.0 0.1 0.3
H 1.23173 -3.41161 0.18404 0.0 -0.1 0.0
H 0.76811 -5.11646 0.25053 0.3 -1.0 -0.1
H -0.28118 -3.88493 0.89932 -0.6 0.1 0.6
H -0.92334 -2.50967 -4.70126 0.4 -0.3 1.3
H -1.30754 -2.36745 -3.14199 -1.0 0.4 1.0
C 4.22704 -0.64506 1.32851 0.3 1.4 -1.7
C 5.24233 -0.67730 0.15054 0.3 0.4 1.2
C 5.67022 0.79623 -0.09639 -0.3 -1.7 -0.8
O 6.72939 0.83256 -1.01592 0.0 0.6 -0.5
C 7.07683 2.20588 -1.17569 1.1 -0.6 -0.8
N 6.29354 -1.63975 0.61060 -0.4 0.5 -0.9
H 4.75079 -0.20538 2.19311 -0.4 -0.3 -0.1
H 3.88205 -1.63515 1.52121 -0.4 -0.6 0.3
H 3.40791 0.02619 1.00032 0.1 -0.5 0.6
H 4.76410 -0.94561 -0.84783 0.6 -0.4 1.4
H 5.95795 1.38376 0.75412 0.0 0.1 1.1
H 4.80193 1.23559 -0.57809 -0.4 0.5 0.1
H 7.78586 2.45126 -0.38167 -0.1 0.4 0.0
H 6.22787 2.86957 -1.23667 -0.5 0.1 0.4
H 7.56523 2.33322 -2.14631 0.2 -0.2 0.1
H 7.15441 -1.54141 0.08367 0.0 0.1 0.1
H 6.49024 -1.56650 1.61164 -0.2 0.2 -0.6
C 3.93511 -0.63942 -5.54217 1.0 0.1 -0.1
C 3.30846 -1.08701 -4.23158 0.8 0.4 -0.3
C 4.27276 -1.97146 -3.54029 0.0 -0.1 2.3
O 3.57040 -2.74505 -2.54819 0.0 0.6 0.3
C 4.37624 -3.58402 -1.74362 1.6 0.2 -1.0
N 2.95935 0.00431 -3.32731 -1.5 0.3 0.9
H 3.40478 0.12369 -6.03878 -1.1 1.1 -0.3
H 4.00528 -1.39654 -6.36010 0.2 0.1 1.1
H 4.90585 -0.16433 -5.31403 0.0 -0.5 -0.3
H 2.47583 -1.68200 -4.44829 -1.7 -1.0 -0.4
H 5.04894 -1.34597 -3.05366 -0.1 -0.4 -0.3
H 4.67371 -2.66914 -4.21260 1.0 -0.9 -1.1
H 3.76301 -4.27728 -1.23194 -0.9 -0.7 0.4
H 5.01791 -3.10621 -0.98561 -0.3 0.4 -0.3
H 5.07189 -4.16736 -2.38672 -0.3 0.1 0.2
H 2.53183 -0.41663 -2.44564 0.8 0.7 -1.3
H 2.17285 0.52960 -3.74965 0.5 -0.4 0.3
C 0.94871 0.43530 6.18804 2.3 -0.2 0.6
C 0.19079 -0.83372 6.22585 -1.1 -2.5 0.7
C -0.89285 -0.94938 7.34715 1.5 0.5 -0.3
O -1.63009 0.23982 7.40142 -0.2 0.0 -0.2
C -2.99732 0.11402 7.10635 -0.5 1.0 -0.4
N -0.40957 -1.02627 4.93720 -1.1 0.5 -2.5
H 0.35944 1.31505 6.17637 -0.9 0.8 -0.5
H 1.70342 0.40644 5.34880 -0.8 0.2 0.9
H 1.48586 0.52567 7.14287 0.2 0.0 -0.3
H 0.89471 -1.71273 6.41814 -0.7 1.0 -0.3
H -0.36992 -1.06465 8.29342 0.0 -0.2 0.4
H -1.51527 -1.82714 7.16074 0.0 0.0 0.0
H -3.21664 -0.76050 6.45253 0.0 0.6 0.5
H -3.28241 1.06530 6.60699 0.0 -0.7 -0.1
H -3.57797 0.12000 8.03521 -0.1 -0.5 -0.1
H -0.83760 -0.18059 4.52239 0.3 -0.5 0.7
H -1.02073 -1.81711 4.67966 0.5 0.3 1.2
C -3.32269 -2.71710 3.21922 0.3 0.3 -0.7
C -3.70650 -3.75879 4.22101 0.6 -0.5 1.7
C -4.38507 -4.94262 3.57482 0.0 1.4 -2.3
O -3.47865 -5.68678 2.76584 -0.5 0.2 0.2
C -4.11300 -6.79932 2.18187 0.1 0.0 -1.3
N -2.36591 -4.09918 4.94300 -1.6 1.0 -1.1
H -2.90807 -1.85226 3.72057 0.3 0.2 0.0
H -4.07877 -2.33064 2.52048 -0.2 -0.4 0.4
H -2.55491 -3.20941 2.60515 0.0 0.5 -0.1
H -4.48354 -3.41805 4.97849 1.2 0.0 -0.6
H -5.25119 -4.49771 2.93809 1.1 -0.9 0.9
H -4.76962 -5.54474 4.33404 -0.9 -1.4 1.2
H -4.53442 -7.49787 2.87776 -0.1 -0.4 0.9
H -3.40110 -7.34136 1.54700 0.1 0.3 0.3
H -4.94280 -6.52404 1.51837 0.0 0.4 0.0
H -2.43641 -4.91913 5.53679 0.1 0.0 -0.4
H -1.66974 -4.21427 4.18955 -0.5 -0.5 0.8
C -2.59778 3.34167 2.80341 0.3 -2.3 0.9
C -2.50204 4.54031 3.67928 0.2 1.2 0.1
C -1.58281 4.44464 4.88229 0.6 -1.6 0.3
O -1.77734 5.50702 5.77113 -0.6 0.4 0.1
C -0.83170 5.57229 6.86339 -1.9 -2.0 -1.9
N -2.16651 5.69723 2.86278 -0.5 0.7 0.0
H -2.76265 2.41792 3.44943 0.2 0.9 -0.8
H -1.74938 3.11711 2.11838 -0.3 0.5 0.6
H -3.47951 3.45266 2.21541 -0.5 -0.1 -0.7
H -3.50316 4.78367 4.06001 0.0 -0.3 0.1
H -0.55358 4.38286 4.50923 0.3 0.4 -0.1
H -1.68818 3.46180 5.38940 -0.4 0.3 0.1
H 0.08427 5.59263 6.33237 1.6 0.6 0.5
H -0.94656 4.67449 7.45525 0.4 -0.6 0.2
H -1.17610 6.33702 7.48894 0.2 1.7 0.6
H -2.14667 6.47209 3.52224 0.5 0.2 -0.6
H -1.31725 5.62389 2.30354 -0.1 -0.1 0.6
C -1.48471 0.97779 -5.95801 0.7 -1.4 -0.7
C -0.37823 0.37215 -6.83241 0.2 -1.1 0.7
C 0.85193 1.23387 -6.89265 1.0 1.3 0.2
O 1.75473 0.66549 -7.81324 0.5 -0.2 -1.0
C 2.70385 1.64197 -8.22078 0.2 -0.4 1.2
N -0.09696 -0.97623 -6.32344 -0.4 0.0 0.7
H -1.54613 1.98606 -6.19297 -0.4 2.1 -0.3
H -1.28755 0.87329 -4.90182 0.4 -0.1 0.4
H -2.43114 0.50704 -6.12996 -0.5 -0.3 -0.2
H -0.62113 0.18445 -7.87977 -0.7 0.5 0.0
H 1.41603 1.31954 -5.92829 -0.7 -0.1 -0.1
H 0.67392 2.29570 -7.22533 -0.4 -0.8 0.3
H 2.28258 2.38380 -8.84074 -0.9 0.8 -1.2
H 3.57744 1.23812 -8.74634 -0.3 -0.3 0.5
H 2.95077 2.20999 -7.31926 0.9 -0.1 0.0
H 0.74753 -1.38427 -6.69249 0.2 0.1 0.0
H -0.10180 -1.01660 -5.29636 0.4 0.2 -0.7
C -1.88863 -0.11770 1.12968 -0.7 1.7 -1.3
C -1.02581 0.06070 -0.12334 1.4 -0.3 0.4
C 0.45283 0.37039 0.35462 -1.1 1.3 0.1
O 1.36010 0.56189 -0.71155 -0.1 0.4 -0.3
C 0.93806 1.70013 -1.48184 1.6 -0.2 0.5
N -1.01508 -1.03326 -1.08145 0.0 -0.7 0.2
H -1.96853 0.91957 1.52895 -0.2 -0.8 0.0
H -1.35020 -0.70190 1.81900 0.3 -1.1 1.1
H -2.92716 -0.46129 0.92063 0.9 0.1 0.2
H -1.45622 0.87711 -0.68237 0.1 0.7 0.0
H 0.87141 -0.33675 1.07051 -0.2 -0.5 -0.4
H 0.41852 1.34308 0.88381 -0.1 -0.2 0.2
H 1.82031 2.08060 -2.04825 -0.7 0.0 0.7
H 0.47932 2.45045 -0.81542 0.4 0.0 -0.4
H 0.22139 1.36556 -2.18318 -1.1 -0.1 -1.0
H -0.65433 -1.89581 -0.63909 -0.2 0.5 -0.8
H -0.42695 -0.78946 -1.90112 -0.3 -0.5 0.9
C 1.77962 -2.81519 3.44081 -0.4 -0.5 0.5
O 0.99206 -1.84336 2.79855 0.2 -0.1 -0.6
H 1.19821 -3.76491 3.62817 0.6 0.6 -0.3
H 2.67111 -3.01466 2.83882 -0.2 -0.2 0.1
H 2.09807 -2.44521 4.42644 0.1 -0.2 -0.1
H 0.55212 -1.34141 3.51412 -0.1 -0.1 0.2
C 4.71698 3.04543 -4.13194 0.5 0.9 -0.8
O 4.34312 2.75719 -2.82736 -0.9 -0.8 0.5
H 5.57141 2.44948 -4.46560 0.1 0.1 0.0
H 3.93000 2.91098 -4.86581 -0.5 -0.3 -0.1
H 4.95483 4.12194 -4.21094 0.2 -0.5 0.2
H 3.85421 1.90192 -2.85683 0.6 0.3 0.1
C -4.58916 -1.06489 -0.96016 1.2 2.1 0.1
O -3.66347 -0.26728 -1.74390 -1.0 -0.6 -0.2
H -5.35123 -1.55982 -1.52756 -0.2 -0.3 -0.6
H -3.96581 -1.74274 -0.40531 -0.3 -0.7 0.5
H -5.04074 -0.32159 -0.29536 -0.4 -0.5 0.3
H -2.79735 -0.62218 -1.49379 0.6 -0.1 -0.4

=====

# 2
174
Properties=species:S:1:pos:R:3:forces:R:3 method="wB97M-V/def2-TZVPD" lumo_energy_ev=0.19
C 3.51092 3.72462 -4.36077 -0.9 0.8 0.5
C 2.05532 4.20842 -4.29443 0.8 -1.4 -2.6
O 1.19098 3.11618 -3.90913 -0.2 1.2 1.0
H 4.11041 4.58241 -4.66559 0.4 0.0 0.5
H 3.61398 3.02045 -5.18637 0.0 -0.4 0.4
H 3.71746 3.31589 -3.37164 0.9 -0.1 -0.2
H 1.90647 4.34315 -5.36578 -0.8 0.6 -0.2
H 1.89238 5.19223 -3.85436 -0.3 -0.6 0.9
H 1.62371 2.28697 -4.12536 0.2 -0.2 -0.2
C 0.83268 -3.66184 -3.87292 -0.9 1.7 -0.8
C 1.36477 -3.32885 -2.52191 2.6 0.7 -1.1
O 1.25637 -4.42082 -1.76429 -1.1 -2.9 3.0
H 1.22150 -4.48669 -4.47004 0.7 0.0 0.7
H 1.04318 -2.72598 -4.39055 -0.4 0.0 -0.9
H -0.24590 -3.81800 -3.85372 -0.1 0.2 0.1
H 1.09719 -2.38921 -2.03860 -1.3 0.2 -0.2
H 2.44492 -3.18656 -2.55547 0.7 0.6 -1.0
H 1.75132 -4.28985 -0.95221 0.0 -0.2 0.2
C -6.39978 1.00662 -1.33078 -1.0 0.8 0.0
C -7.55549 0.10699 -1.79905 0.8 2.9 -1.0
O -7.08928 -1.16605 -1.92249 -0.3 -2.4 0.6
H -5.57863 1.03577 -2.04699 0.1 -0.5 0.1
H -6.06114 0.81730 -0.31216 0.1 -0.3 -0.1
H -6.76717 2.03274 -1.34502 -0.1 0.2 0.2
H -7.81969 0.45324 -2.79826 -0.1 0.3 -0.4
H -8.49689 0.25906 -1.27109 0.2 -0.4 0.8
H -7.81163 -1.70833 -1.59730 0.3 -0.7 -0.2
C -3.40559 1.95875 2.16374 0.4 0.1 -1.8
C -2.36631 1.00600 1.57876 0.2 -1.2 0.6
O -1.26162 1.67133 1.01086 0.4 0.7 0.3
H -4.36218 1.43913 2.10871 -0.2 0.4 0.5
H -3.37574 2.76922 1.43549 -0.7 0.1 -0.3
H -3.18226 2.50555 3.07984 0.1 -0.9 0.5
H -2.70111 0.34422 0.77997 -0.8 0.4 -0.1
H -2.02015 0.27322 2.30768 0.1 0.1 0.4
H -1.03443 2.29589 1.70362 0.7 0.4 -0.2
C 2.71311 0.65932 -6.55021 -0.2 0.9 -1.0
C 4.07115 0.11801 -6.84926 1.4 -1.1 1.1
O 5.08752 1.00067 -6.28453 -0.9 -0.1 -0.4
H 2.65472 1.49105 -7.25229 -0.6 0.5 0.3
H 2.57352 1.00294 -5.52526 0.2 -0.2 -0.2
H 1.89641 -0.00715 -6.82757 0.2 -0.2 0.2
H 4.24147 -0.08594 -7.90638 -0.1 0.5 -0.2
H 4.20378 -0.86288 -6.39280 0.0 -0.2 0.3
H 5.93480 0.85692 -6.71238 -0.1 -0.2 -0.1
C -3.00976 -2.25587 -0.25387 -0.4 -1.0 -0.5
C -3.57810 -3.51983 -0.89975 1.2 -1.1 1.2
O -2.54171 -4.22406 -1.59873 -0.6 0.9 -0.4
H -2.11749 -2.55711 0.29497 0.0 0.2 0.2
H -3.78330 -1.87364 0.41218 0.2 0.5 0.0
H -2.73572 -1.59871 -1.07918 -0.1 0.5 0.2
H -4.50068 -3.31024 -1.44106 0.1 -0.1 -0.5
H -3.75606 -4.27325 -0.13242 -0.8 0.3 0.4
H -2.14459 -3.52960 -2.12941 0.4 -0.1 -0.7
C -3.20841 4.20785 -1.88227 -0.6 -0.2 -0.4
C -2.91229 4.84690 -3.22878 2.1 0.4 -0.7
C -2.57066 3.77593 -4.34788 0.2 0.5 0.2
C -3.70445 3.20482 -5.19371 0.7 0.0 1.9
C -4.56475 4.33357 -5.63635 -1.0 -0.6 0.3
C -5.13764 5.19327 -4.48022 0.0 0.7 -0.8
N -3.96118 5.71079 -3.70386 -1.5 -0.7 -2.5
O -4.34425 6.70213 -2.81063 0.0 0.3 0.6
C -5.83031 6.34413 -5.32386 0.9 0.4 1.2
C -6.30675 4.57010 -3.67361 0.4 0.6 0.3
C -1.59671 5.72186 -3.15066 -0.5 -0.6 0.7
H -2.38322 3.60570 -1.50205 -0.1 -0.2 -0.2
H -4.08896 3.62355 -2.14934 0.0 -0.7 0.8
H -3.50120 4.89859 -1.09155 0.0 0.3 -0.2
H -1.89495 4.28949 -5.03182 0.0 0.1 -0.2
H -1.95255 2.98755 -3.91835 0.0 0.0 0.3
H -4.34063 2.58860 -4.55838 0.0 -0.4 0.1
H -3.28190 2.55741 -5.96210 -0.2 0.2 -0.2
H -5.42395 3.81884 -6.06638 -0.3 0.6 -0.7
H -4.06104 5.00651 -6.33027 -0.1 -0.2 -0.1
H -6.24523 7.12062 -4.68120 -0.3 -0.1 0.2
H -5.07858 6.85994 -5.92131 0.0 -0.1 -0.2
H -6.61090 5.94688 -5.97268 0.1 -0.1 0.1
H -6.66482 5.28364 -2.93149 0.3 0.4 0.1
H -7.16100 4.49054 -4.34595 0.1 -0.7 0.0
H -6.09147 3.69157 -3.06539 0.0 -0.4 -0.6
H -0.71753 5.07776 -3.16764 0.0 -0.2 0.1
H -1.58739 6.24784 -2.19601 0.1 0.3 -0.1
H -1.48526 6.42406 -3.97685 -0.3 0.0 0.0
H -3.97095 7.47524 -3.24021 -0.1 0.4 0.3
C 0.04664 -3.27892 3.25787 -0.4 0.7 -1.3
C -1.23234 -3.60159 4.01023 0.9 -1.0 1.6
C -0.80974 -4.30233 5.32685 0.5 0.2 0.0
C -0.28361 -3.44815 6.44445 -2.0 1.5 0.7
C -1.43850 -2.37158 6.64389 1.5 0.1 0.1
C -1.70470 -1.47775 5.41118 -0.3 -1.1 -0.5
N -2.08130 -2.45102 4.27308 0.5 -0.3 3.8
O -2.68214 -1.89701 3.18610 0.0 0.8 -1.5
C -2.92560 -0.60431 5.70830 -0.6 -1.3 -1.0
C -0.50936 -0.53268 5.12297 0.0 -1.0 -0.3
C -1.96609 -4.68896 3.25852 -0.4 0.2 -1.5
H 0.80636 -2.67074 3.74882 -0.2 -0.3 0.4
H -0.31795 -2.67658 2.42579 0.2 0.1 -0.4
H 0.48117 -4.16900 2.80284 0.2 0.0 0.2
H -1.63039 -4.82611 5.81704 -0.4 -0.2 -0.5
H -0.04018 -5.03701 5.08997 -0.2 -0.2 -0.3
H 0.69872 -2.97892 6.39005 0.0 -0.2 -0.3
H -0.33635 -4.12678 7.29579 0.5 0.4 0.4
H -1.22698 -1.65442 7.43701 0.4 -0.1 0.3
H -2.31760 -2.90916 6.99924 -0.3 0.1 -0.5
H -2.91355 0.01480 6.60532 0.5 0.2 -0.3
H -3.11903 -0.10854 4.75704 -0.2 0.8 0.4
H -3.75738 -1.29682 5.83748 -0.3 0.0 0.1
H 0.41936 -1.03843 5.38714 0.1 0.4 0.5
H -0.36539 -0.35891 4.05659 -0.5 0.3 -0.2
H -0.67962 0.40953 5.64389 0.4 0.0 0.0
H -1.36348 -5.59122 3.15414 0.1 0.0 0.3
H -2.10123 -4.33029 2.23814 -0.3 -0.1 -0.3
H -2.94868 -4.97276 3.63544 0.1 0.2 0.4
H -3.58835 -2.20947 3.23864 -0.2 0.0 -0.1
C 3.26484 -0.86104 3.99123 0.0 -1.1 1.1
C 4.27961 -2.02147 4.11700 -0.3 -0.9 -1.2
C 5.06973 -2.00476 2.77512 1.0 1.6 -0.3
C 6.37411 -2.76639 2.78002 -1.2 -1.3 0.0
C 7.24081 -2.42464 3.95430 0.1 -0.5 1.2
C 6.52391 -2.38668 5.40716 0.1 0.6 -2.0
N 5.15511 -1.79318 5.24231 1.3 1.0 0.6
O 4.44430 -1.77256 6.50772 0.3 -0.7 -1.0
C 6.56806 -3.81597 6.00342 -0.1 0.0 -0.3
C 7.33970 -1.36426 6.23579 0.1 -1.5 0.5
C 3.53573 -3.34945 4.25180 -0.9 -1.0 -0.6
H 2.70368 -0.81070 4.92432 -0.1 0.1 0.2
H 3.79019 0.08501 3.86042 -0.1 0.0 -0.4
H 2.53817 -1.16171 3.23648 0.2 0.6 -0.4
H 4.51208 -2.26297 1.87487 -0.6 -0.4 0.7
H 5.30131 -0.95932 2.57135 0.1 0.4 0.2
H 6.00788 -3.79210 2.73671 0.4 -0.7 0.9
H 6.92238 -2.83499 1.84045 0.1 1.0 -0.1
H 7.81484 -1.51254 3.79095 -0.5 0.4 0.0
H 8.03258 -3.17267 3.99479 0.1 -0.2 0.4
H 6.30597 -4.62243 5.31856 -0.6 0.4 -0.5
H 5.90649 -3.92231 6.86314 0.3 0.1 0.2
H 7.59805 -4.12246 6.18587 0.1 0.5 0.7
H 8.31827 -1.81381 6.40429 0.2 0.0 0.0
H 6.89299 -1.30784 7.22844 -0.1 0.5 0.0
H 7.52636 -0.40310 5.75681 -0.6 -0.1 0.0
H 2.67064 -3.27664 4.91090 0.3 -0.1 0.5
H 3.09354 -3.75014 3.33966 -0.2 0.8 -0.7
H 4.14123 -4.23413 4.44883 0.4 0.4 0.9
H 4.37616 -0.83751 6.71420 0.1 0.1 0.0
O -0.06262 0.26606 -1.41724 0.1 0.1 -0.8
H 0.44134 0.21420 -0.60511 0.2 -0.1 0.7
H -0.97519 0.30665 -1.13123 -0.2 0.0 0.0
O -0.76202 0.15886 -4.47841 -0.7 0.0 -0.5
H -1.20195 0.74532 -3.86298 -0.1 0.2 0.2
H 0.11052 0.03104 -4.10614 0.6 -0.2 0.0
O 1.85972 -0.04783 -3.50274 0.2 0.3 -0.4
H 1.36186 -0.05196 -2.68521 -0.4 0.1 0.8
H 2.42639 -0.81692 -3.44251 0.3 -0.2 -0.1
O 0.92505 -0.57610 1.17489 -0.6 -0.6 -0.1
H 1.01985 0.25121 1.64692 0.3 0.8 0.1
H 0.09294 -0.93458 1.48363 -0.3 -0.3 0.0
O 3.27867 -0.74993 0.07129 0.5 -0.8 -0.4
H 3.23141 0.18177 0.28563 0.3 0.6 -0.1
H 2.47744 -1.12193 0.43992 -0.4 -0.1 0.2
O 5.24872 -2.78513 -0.36437 0.3 -0.7 -0.3
H 6.05398 -2.42094 0.00325 0.2 0.1 0.0
H 4.58020 -2.12592 -0.17793 -0.5 0.7 0.0
O 1.60273 3.23568 -1.07428 0.4 0.3 0.8
H 1.48309 2.97960 -1.98880 -0.3 0.0 -0.9
H 0.79067 2.97033 -0.64256 -0.3 -0.2 0.1
O 3.98957 1.85743 -0.34591 0.5 -0.1 0.6
H 4.29618 1.66111 -1.23117 0.1 -0.2 -0.2
H 3.33433 2.54483 -0.46580 -0.7 0.4 -0.4
O 1.93763 1.72921 2.08178 -0.3 0.2 0.2
H 2.32022 1.50961 2.93127 0.2 -0.1 0.3
H 2.56269 2.33726 1.68704 0.2 0.1 -0.3
O -2.66125 -1.99886 -3.88099 -0.2 -0.4 0.3
H -2.17974 -1.39987 -4.45159 0.6 0.4 -0.1
H -3.57198 -1.71127 -3.94503 -0.3 -0.1 0.0